1.
{
  "formula": "C4H8N2",
  "method": "ωB97M-V/def2-TZVPD",
  "mol_weight_g_mol": 84.12,
  "total_charge": 0,
  "lumo_energy_ev": 0.922,
  "homo_ev": -8.57,
  "smiles": "C1=NCCCN1",
  "orbital_gap_ev": 9.5,
  "e_above_lowest_kcal_mol": 5.93,
  "elements": ["C", "C", "C", "C", "H", "H", "H", "H", "H", "H", "H", "H", "N", "N"],
  "coordinates": [[-0.8182, 0.7957, 0.1867], [-0.2348, -0.1953, 1.2021], [0.8078, -1.1420, -0.8364], [0.2070, 1.1008, -0.9304], [-1.1620, 1.7291, 0.6492], [-1.7092, 0.3349, -0.2776], [-1.0452, -0.6055, 1.8473], [0.5191, 0.2494, 1.8528], [0.4266, -2.1745, 0.9201], [1.1723, -2.0757, -1.2217], [0.9986, 1.7567, -0.5408], [-0.2808, 1.6061, -1.7472], [0.3052, -1.2901, 0.4446], [0.8137, -0.0895, -1.5490]],
  "atomic_forces_ev_per_a": [[-0.0886, 0.0200, -0.3774], [-0.9937, 0.0192, 0.0334], [-0.5471, 0.2306, 0.7779], [0.0864, -0.5002, 0.4022], [0.1889, -0.2116, 0.0481], [0.3470, 0.0832, 0.1935], [0.4952, 0.4084, -0.2874], [0.0564, 0.2328, -0.0065], [0.0496, 0.2655, -0.3604], [0.3282, -0.2979, -0.3777], [-0.0887, -0.1116, -0.1334], [-0.2206, 0.5001, -0.1454], [0.4303, -0.5855, -0.2447], [-0.0433, -0.0529, 0.4779]]
}

=====

2.
{
  "formula": "C13H16ClCuN3O3",
  "method": "ωB97M-V/def2-TZVPD",
  "spin_multiplicity": 3,
  "mol_weight_g_mol": 361.29,
  "total_charge": 1,
  "lumo_energy_ev": [-4.609, -7.576],
  "homo_ev": [-9.65, -9.65],
  "orbital_gap_ev": [5.0, 2.1],
  "e_above_lowest_kcal_mol": 5.82,
  "elements": ["Cu", "Cl", "O", "C", "O", "O", "H", "N", "C", "C", "C", "C", "H", "H", "H", "H", "H", "N", "C", "C", "C", "C", "H", "H", "H", "H", "H", "N", "C", "C", "C", "C", "H", "H", "H", "H", "H"],
  "coordinates": [[-1.5677, 1.7599, -3.0684], [-1.0959, -0.1690, -1.4798], [-0.4201, 2.7962, 0.6169], [-0.5992, 3.6164, -0.3861], [-0.2324, 4.7925, -0.3221], [-1.2022, 3.2559, -1.3813], [-0.5328, 1.9891, 0.1095], [0.8988, -0.1979, 1.6505], [1.3362, -0.5255, 2.8560], [2.6586, -0.2244, 3.0408], [3.1005, 0.2399, 1.8906], [2.0360, 0.2317, 1.0080], [0.0144, -0.4094, 1.2110], [0.6162, -0.7097, 3.6396], [3.1966, -0.2903, 3.9749], [4.0730, 0.6801, 1.7268], [1.9598, 0.7076, 0.0414], [1.4939, -1.1309, -3.4545], [2.6834, -1.0949, -2.7133], [3.7178, -1.3314, -3.6597], [3.0691, -1.5102, -4.9203], [1.6931, -1.3660, -4.7598], [0.5777, -0.9158, -3.0879], [2.6323, -0.8389, -1.6653], [4.7874, -1.4147, -3.5356], [3.5656, -1.7266, -5.8547], [0.7933, -1.5174, -5.3377], [-3.1952, -0.7181, 1.4601], [-3.9067, -1.6507, 2.2822], [-4.6534, -0.9079, 3.2434], [-4.3776, 0.4238, 3.0892], [-3.4257, 0.5000, 2.0311], [-2.6807, -0.9664, 0.6272], [-3.7758, -2.6859, 2.0039], [-5.2865, -1.2626, 4.0432], [-4.8933, 1.2209, 3.6042], [-3.0584, 1.3505, 1.4761]],
  "atomic_forces_ev_per_a": [[0.2313, -0.5822, 1.5738], [0.1059, 1.0054, -1.0658], [0.6488, 0.6290, -0.0597], [-0.6382, -1.3799, 1.3878], [0.7263, 2.2267, 0.0368], [-0.7110, -0.1226, -2.4836], [-0.2027, -1.6972, 0.5300], [1.5822, 0.2054, -1.4098], [-1.7286, -0.5284, 3.6526], [-1.3802, -1.6290, 3.7685], [1.2972, 1.8594, -4.1253], [0.1105, 0.9976, -1.7669], [0.1327, 0.0566, 0.2840], [0.0234, -0.5569, -0.0500], [-0.1422, -0.1331, -0.0575], [-0.0239, -0.1540, -0.3327], [0.0444, -0.1505, -0.1409], [0.0908, 0.3489, 0.8052], [-1.1461, 0.1515, -1.8058], [-1.1462, -0.4918, -2.2290], [2.8667, 0.0142, 0.8787], [-0.9058, -0.1588, 1.9833], [-0.3819, -0.0075, 0.7639], [0.2420, -0.1544, 0.1602], [-0.1732, 0.1036, 0.3425], [0.0112, 0.0141, 0.0924], [0.4067, 0.1215, -0.6238], [-1.8524, -1.3050, 3.3157], [-0.0120, 1.4648, -0.5885], [0.9702, -2.7294, -0.9132], [1.9555, 1.0416, -2.2172], [-1.0489, 1.2933, -0.4270], [-0.0450, 0.3456, 0.2366], [-0.4014, -0.0401, 0.4695], [0.0251, -0.4890, -0.2903], [0.4834, 0.1390, -0.0461], [-0.0145, 0.2916, 0.3517]]
}

=====

3.
{
  "formula": "C22H38BrCl3CsN8SSeSi2",
  "method": "ωB97M-V/def2-TZVPD",
  "mol_weight_g_mol": 900.97,
  "total_charge": -1,
  "lumo_energy_ev": 1.769,
  "homo_ev": -4.06,
  "orbital_gap_ev": 5.8,
  "e_above_lowest_kcal_mol": 23.67,
  "elements": ["Cs", "C", "C", "N", "C", "C", "N", "C", "C", "N", "H", "H", "H", "H", "H", "H", "H", "H", "H", "H", "H", "H", "H", "H", "H", "C", "C", "N", "N", "C", "N", "S", "C", "C", "C", "C", "C", "N", "H", "H", "H", "H", "H", "H", "H", "H", "H", "H", "Br", "C", "C", "C", "C", "N", "C", "H", "H", "H", "H", "Cl", "Si", "Cl", "Cl", "C", "Si", "C", "C", "Se", "H", "H", "H", "H", "H", "H", "H", "H", "H"],
  "coordinates": [[0.8940, 1.5050, 1.3984], [-1.9187, -1.4264, 2.3643], [-2.4497, -0.0156, 2.6332], [-1.4879, 0.8375, 3.3172], [-1.1170, 0.4518, 4.6682], [0.3984, 0.3911, 4.8989], [1.1041, -0.3860, 3.8869], [0.7749, -1.8034, 3.8035], [0.3962, -2.2717, 2.3916], [-0.5962, -1.4233, 1.7589], [-2.6402, -1.9287, 1.7097], [-1.8937, -1.9906, 3.3004], [-3.3960, -0.1180, 3.1964], [-2.6867, 0.4480, 1.6722], [-1.7911, 1.8044, 3.2850], [-1.5549, -0.5234, 4.8908], [-1.5364, 1.1392, 5.4146], [0.5568, -0.0053, 5.9193], [0.7990, 1.4084, 4.8760], [2.1012, -0.2465, 3.9856], [-0.0528, -2.0133, 4.4855], [1.6054, -2.4309, 4.1524], [0.0679, -3.3248, 2.4851], [1.2890, -2.2666, 1.7633], [-0.6961, -1.6658, 0.7775], [1.6376, 3.0012, -4.4139], [1.2946, 2.4926, -3.0381], [2.1399, 2.3087, -2.1098], [3.4190, 2.7047, -2.3409], [4.4374, 2.2850, -1.5582], [5.5446, 3.1006, -1.6170], [4.4066, 0.8893, -0.6932], [-0.1268, 2.2660, -2.6872], [-0.9987, 1.5828, -3.5338], [-2.3141, 1.4126, -3.1297], [-2.7205, 1.9821, -1.9364], [-1.7837, 2.6687, -1.1812], [-0.5115, 2.7914, -1.5290], [2.4689, 2.4396, -4.8442], [1.9277, 4.0566, -4.3697], [0.7764, 2.9326, -5.0714], [3.5706, 3.5100, -2.9361], [5.3765, 4.0963, -1.6564], [6.2666, 2.8235, -0.9735], [-0.6423, 1.1433, -4.4561], [-3.0029, 0.8237, -3.7200], [-3.7326, 1.8610, -1.5754], [-2.0536, 3.1342, -0.2381], [6.9780, -2.7742, 2.1207], [5.5251, -2.6179, 0.9131], [5.6468, -3.0641, -0.3908], [4.5521, -2.9161, -1.2289], [3.4008, -2.3283, -0.7261], [3.2987, -1.9053, 0.5274], [4.3349, -2.0465, 1.3378], [6.5691, -3.5087, -0.7381], [4.5933, -3.2431, -2.2586], [2.5274, -2.1805, -1.3514], [4.2258, -1.6845, 2.3544], [1.6335, 6.4965, 3.2450], [1.7174, 4.9184, 1.8014], [2.5574, 3.3447, 3.1789], [-0.4189, 4.2515, 2.0062], [-5.3067, -3.5226, -1.3155], [-4.3904, -2.1089, -2.2007], [-4.2667, -2.6293, -4.0347], [-5.6005, -0.6399, -2.1874], [-2.4343, -1.6434, -1.3082], [-6.2433, -3.7755, -1.8227], [-5.5372, -3.2450, -0.2851], [-4.6774, -4.4142, -1.2793], [-5.2508, -2.8467, -4.4615], [-3.6410, -3.5183, -4.1350], [-3.8025, -1.8397, -4.6306], [-6.6007, -0.9498, -2.5062], [-5.2623, 0.1504, -2.8635], [-5.6767, -0.2109, -1.1863]],
  "atomic_forces_ev_per_a": [[-0.1341, -1.4045, -1.1844], [-0.0959, 0.0888, 0.0714], [-0.0475, -0.1749, 0.0571], [-0.0309, 0.3497, 0.0155], [-0.0004, -0.0443, 0.0291], [-0.0782, -0.0700, 0.0346], [0.1637, 0.0794, 0.0421], [-0.0895, -0.0866, -0.0341], [-0.0251, -0.0458, 0.1209], [0.0459, 0.0150, -0.1974], [0.0348, 0.0346, 0.0338], [0.0062, -0.0474, 0.0522], [0.0249, 0.0285, -0.0929], [0.0130, -0.0052, -0.0061], [0.0414, -0.1064, 0.0345], [-0.0201, -0.0408, 0.0039], [0.0467, -0.0329, -0.0073], [-0.0071, 0.0830, -0.0386], [0.0333, -0.0301, -0.0197], [-0.0590, -0.0067, 0.0465], [-0.0096, -0.0038, 0.0207], [-0.0135, 0.0191, -0.0089], [0.0210, 0.0438, -0.0209], [-0.0644, 0.0421, 0.0201], [0.0074, -0.0179, 0.0147], [0.0280, 0.0216, 0.0977], [0.0772, 0.1418, -0.3903], [-0.2651, -0.3222, 0.5626], [0.2229, 0.4470, -0.4726], [0.2996, 0.0625, 0.1414], [-0.1729, 0.0316, -0.1282], [0.0030, -0.1825, 0.2090], [-0.3007, -0.1550, -0.1899], [0.0227, 0.0665, 0.1378], [0.1175, 0.0037, -0.0478], [-0.0332, 0.0303, 0.0414], [-0.2734, -0.0744, 0.1329], [0.1820, 0.1374, 0.1555], [0.0207, 0.0025, 0.0157], [-0.0155, 0.0014, -0.0242], [-0.0083, -0.0022, -0.0374], [0.0117, -0.0534, 0.0106], [0.0079, -0.0413, 0.0159], [0.0191, -0.0093, 0.0280], [0.0085, -0.0067, -0.0141], [0.0286, 0.0037, -0.0017], [0.0144, -0.0070, -0.0220], [-0.0307, -0.0207, 0.0043], [-0.0513, 0.0049, -0.0326], [0.0600, -0.0153, -0.0155], [-0.0821, 0.0405, 0.0336], [0.0187, 0.0022, 0.0406], [0.0272, -0.0493, -0.0887], [-0.2393, 0.0445, 0.1177], [0.1944, -0.0250, -0.0266], [0.0068, -0.0011, 0.0004], [0.0056, -0.0023, -0.0045], [0.0274, -0.0127, -0.0014], [0.0172, -0.0186, -0.0016], [0.0038, 0.1341, 0.0922], [-0.0298, -0.0403, 0.0140], [0.4082, 0.5838, 0.4530], [-0.1717, 0.6279, 0.1827], [0.0859, 0.1196, -0.1287], [-0.0891, -0.1392, -0.0916], [-0.0261, 0.0560, 0.2400], [0.0734, -0.0827, -0.0258], [0.0510, -0.0087, -0.0168], [-0.0098, -0.0061, -0.0004], [0.0044, 0.0431, 0.0191], [0.0071, 0.0001, -0.0271], [-0.0215, -0.0075, 0.0005], [-0.0004, -0.0202, 0.0258], [0.0012, 0.0330, 0.0243], [-0.0057, 0.0111, -0.0198], [0.0005, 0.0058, -0.0034], [0.0069, -0.0198, 0.0293]]
}

=====

4.
{
  "formula": "C11H9ClNO2PtS3",
  "method": "ωB97M-V/def2-TZVPD",
  "mol_weight_g_mol": 513.93,
  "total_charge": -1,
  "lumo_energy_ev": 2.595,
  "homo_ev": -4.24,
  "orbital_gap_ev": 6.8,
  "e_above_lowest_kcal_mol": 1.57,
  "elements": ["Pt", "Cl", "C", "C", "C", "C", "O", "C", "C", "O", "C", "H", "H", "H", "H", "S", "C", "S", "S", "C", "C", "C", "N", "H", "H", "H", "H", "H"],
  "coordinates": [[-1.8370, -1.1305, 1.3372], [4.6761, -2.0846, -2.3322], [3.2896, -1.4312, -1.4762], [3.4628, -0.2893, -0.6525], [2.4109, 0.2541, 0.0081], [1.0587, -0.2673, -0.1171], [0.0898, 0.3100, 0.4173], [0.9407, -1.4803, -0.9023], [-0.2528, -2.2480, -1.0137], [-1.3852, -2.0586, -0.5418], [2.0707, -2.0131, -1.5773], [4.4533, 0.1392, -0.5544], [2.5395, 1.1213, 0.6442], [-0.1420, -3.1511, -1.6388], [1.9464, -2.9033, -2.1843], [-2.1377, -2.3663, 5.6617], [-2.0320, -1.9361, 4.0724], [-1.6327, -2.9178, 2.7252], [-2.2932, -0.3761, 3.3743], [-1.5101, 3.3409, -1.4142], [-1.5364, 2.8091, 0.0181], [-2.3440, 1.5990, 0.1518], [-2.8871, 0.5910, 0.2427], [-0.7700, 4.1356, -1.4969], [-2.4815, 3.7385, -1.7068], [-1.2417, 2.5478, -2.1104], [-1.9156, 3.5560, 0.7165], [-0.5396, 2.5112, 0.3495]],
  "atomic_forces_ev_per_a": [[-0.4649, -0.3987, -0.1136], [-0.0747, 0.0483, 0.0553], [0.1555, 0.1288, 0.0585], [0.1342, -0.1267, -0.1180], [-0.2743, 0.0175, -0.0276], [0.1802, -0.1394, -0.1188], [0.2548, 0.2813, -0.1492], [0.0754, -0.1201, 0.1524], [-0.0757, 0.1687, -0.1939], [0.2240, -0.2437, 0.0734], [-0.1076, -0.0216, 0.0216], [-0.0045, -0.0109, -0.0043], [-0.0008, -0.0057, -0.0012], [-0.0357, 0.0410, -0.0793], [-0.0113, -0.0055, 0.0267], [0.0042, 0.0258, -0.2002], [-0.0625, 0.1167, 0.4917], [0.2354, -0.2424, -0.3532], [-0.1906, 0.2965, 0.5539], [-0.0273, -0.0429, -0.0158], [-0.1227, 0.0427, 0.0864], [0.2966, 0.0698, -0.0529], [-0.0832, 0.1531, -0.0730], [-0.0170, 0.0199, 0.0037], [-0.0009, -0.0060, -0.0105], [0.0403, 0.0006, 0.0099], [-0.0098, 0.0296, -0.0074], [-0.0375, -0.0768, -0.0146]]
}